15
Properties=species:S:1:pos:R:3:forces:R:3 method="wB97M-V/def2-TZVPD" de_lowest_kj_mol=0.0 lumo_ev=3.816 smiles="[O-][N+]([O-])=N[C@@H](CN(F)F)N(F)F" charge=-1 orbital_gap_ev=9.1
O -2.563 -0.537 1.137 -0.1 -0.3 -2.2
N -2.409 -0.645 -0.156 -2.4 -0.2 2.0
O -3.354 -0.984 -0.905 0.7 0.2 0.9
N -1.273 -0.400 -0.690 -0.8 -0.4 -0.9
C -0.345 0.030 0.220 4.0 1.3 -1.0
C 1.006 -0.214 -0.575 -1.4 -0.6 2.8
N 1.822 -0.946 0.341 0.3 -0.2 0.7
F 2.936 -1.381 -0.403 0.4 0.4 0.2
F 2.317 0.052 1.202 0.7 -0.4 -0.1
N -0.492 1.529 0.408 -2.0 -0.3 1.1
F 0.510 2.039 1.215 0.6 -0.3 0.4
F -0.197 2.120 -0.781 0.3 0.4 -1.2
H -0.172 -0.400 1.204 -0.9 0.0 0.2
H 0.779 -0.916 -1.289 -0.5 -1.3 -2.0
H 1.437 0.654 -0.928 1.2 1.7 -0.8